1.
This record from OMol25 describes H15LiO8 as an isolated structure in a non-equilibrium geometry. The level of theory is ωB97M-V with the def2-TZVPD basis set.

Computed properties:
E_tot = -618.36640 a.u.
Spin multiplicity = 1
Energy above the lowest of the compared OMol25 structures with the same formula, charge and spin = 323.8 kJ/mol
HOMO energy = -0.369 Eh
Gap between HOMO and LUMO = 7.9811 eV

Element x y z (Å)
Li: 1.207 -2.271 0.982
O: 0.306 -0.482 0.783
H: 0.523 -0.447 -0.238
O: -1.115 0.017 3.286
H: -0.682 -0.318 2.508
H: -1.904 -0.401 3.135
O: -1.439 1.438 0.655
H: -0.748 0.708 0.746
H: -2.325 1.036 0.361
O: -2.086 -1.508 -0.219
H: -2.827 -1.145 0.309
H: -1.218 -1.182 0.110
O: 3.533 0.001 -0.945
H: 3.505 -0.847 -0.978
H: 3.013 0.317 -1.634
O: 1.876 0.848 2.515
H: 1.203 0.522 1.955
H: 2.363 0.231 3.070
O: -0.326 -0.510 -3.928
H: -0.615 -1.249 -4.648
H: -0.225 -1.067 -3.047
O: -0.836 2.305 -1.948
H: -0.254 1.602 -1.841
H: -0.925 2.405 -0.993



2.
This record from OMol25 describes a 7-piece molecular cluster, H15NO6 overall in a non-equilibrium geometry. The level of theory is ωB97M-V with the def2-TZVPD basis set.

Computed properties:
E_tot = -515.18878 a.u.
Spin multiplicity = 1
Energy above the lowest of the compared OMol25 structures with the same formula, charge and spin = 80.6 kJ/mol
HOMO energy = -0.384 Eh
Gap between HOMO and LUMO = 10.7495 eV
SMILES = N.O.O.O.O.O.O

Element x y z (Å)
N: 2.515 -0.218 0.654
H: 3.154 -0.999 0.663
H: 1.641 -0.555 1.080
H: 2.130 -0.019 -0.266
O: -0.344 -2.375 -1.084
H: -0.824 -3.206 -1.090
H: -0.013 -2.250 -0.184
O: -1.386 2.076 -2.203
H: -1.056 1.164 -2.306
H: -0.579 2.523 -2.494
O: -0.137 0.701 2.910
H: -0.292 1.170 2.088
H: 0.661 0.949 3.397
O: -0.813 -1.962 1.724
H: -1.126 -1.134 1.337
H: -0.757 -1.714 2.651
O: -1.072 2.461 0.782
H: -0.485 3.208 0.973
H: -0.984 2.313 -0.169
O: -0.009 -0.330 -3.015
H: -0.370 -1.161 -3.343
H: 0.148 -0.643 -2.105



3.
This record from OMol25 describes a 9-piece molecular cluster, H16IO8 overall in a non-equilibrium geometry. The level of theory is ωB97M-V with the def2-TZVPD basis set.

Computed properties:
E_tot = -909.32170 a.u.
Spin multiplicity = 1
Energy above the lowest of the compared OMol25 structures with the same formula, charge and spin = 85.5 kJ/mol
HOMO energy = -0.220 Eh
Gap between HOMO and LUMO = 8.7934 eV
Net charge = -1

Element x y z (Å)
I: -0.306 -0.279 -0.047
O: 1.896 -2.850 0.376
H: 1.343 -3.614 0.119
H: 1.263 -2.150 0.500
O: -0.349 3.069 -1.417
H: -0.349 2.188 -1.032
H: -0.771 2.993 -2.274
O: 0.084 2.979 1.736
H: -0.138 2.807 2.665
H: -0.427 2.310 1.325
O: -0.603 -3.021 -2.069
H: -1.097 -2.519 -1.434
H: 0.139 -2.500 -2.393
O: -2.961 -0.807 2.155
H: -2.108 -0.886 1.747
H: -2.819 0.009 2.656
O: 1.387 0.042 3.123
H: 1.170 0.169 2.196
H: 0.711 0.550 3.500
O: -1.545 0.826 -3.284
H: -2.418 1.085 -2.887
H: -1.287 0.090 -2.744
O: 3.253 -0.265 -0.500
H: 3.614 0.087 -1.281
H: 2.310 -0.312 -0.725



4.
This record from OMol25 describes H16LiO8 as an isolated structure in a non-equilibrium geometry. The level of theory is ωB97M-V with the def2-TZVPD basis set.

Computed properties:
E_tot = -618.84364 a.u.
Spin multiplicity = 1
Energy above the lowest of the compared OMol25 structures with the same formula, charge and spin = 238.7 kJ/mol
HOMO energy = -0.524 Eh
Gap between HOMO and LUMO = 10.6766 eV
Net charge = +1

Element x y z (Å)
Li: -0.001 -0.132 -0.103
O: 2.442 -0.355 0.352
H: 3.269 -0.788 0.135
H: 2.692 0.603 0.405
O: 1.008 1.052 -0.946
H: 1.805 0.702 -1.406
H: 0.983 2.044 -0.988
O: 0.006 1.619 1.335
H: -0.018 2.475 1.030
H: 0.366 1.813 2.080
O: -0.279 -1.518 1.462
H: 0.487 -1.117 1.924
H: -0.097 -2.510 1.603
O: -2.525 -0.223 2.323
H: -2.365 0.591 2.850
H: -1.644 -0.551 2.313
O: -1.945 0.299 -0.571
H: -2.191 -0.533 -0.821
H: -2.068 0.588 0.315
O: 0.253 -1.793 -0.959
H: 0.726 -2.641 -0.802
H: 0.166 -1.969 -1.818
O: -0.176 0.997 -3.501
H: 0.057 0.941 -2.616
H: -0.958 0.413 -3.599



- Which formula does entry 2 have?
  H15NO6



- Look up the energy above the lowest of the compared OMol25 structures with the same formula, charge and spin of the first one.
  323.8 kJ/mol